[1]
Density functional theory data (the ωB97M-V functional and the def2-TZVPD basis) for a molecular structure, C55H59BF4GeN2O2Ru in a non-equilibrium geometry.

- HOMO (alpha / beta): 0.120 / -2.353 eV
- Spin multiplicity: 5
- Net charge: -2
- Maximum force: 3.82 eV Å⁻¹
- <S²>: 6.057
- HOMO-LUMO gap (alpha / beta): 3.9 / 6.4 eV
- Energy: -135719.045 eV

Structure (XYZ):
```
125
C55H59BF4GeN2O2Ru the ωB97M-V functional and the def2-TZVPD basis
Ru 0.8576 -0.0558 0.7437
Ge -2.1989 -0.6390 2.1868
F 5.1184 1.2980 1.6759
F 4.6064 -0.1351 3.3498
F 2.9818 0.5092 1.8601
F 3.7771 1.9520 3.3975
O 0.4345 0.9065 2.9282
O 0.2046 -3.6743 1.3805
N 0.8152 1.7120 -0.6115
N 1.5505 -1.0008 -1.0279
C 1.8112 -0.0639 -1.9523
C -1.6696 1.4721 -2.0328
C 1.2494 -4.4151 -2.3898
C 1.6760 2.0329 -2.9594
C -1.9582 4.8314 -0.3266
C -0.5861 -2.9266 -4.1346
C -5.4147 -2.9276 0.5977
C -6.4328 -0.9712 1.5265
C -4.0294 -1.2109 1.5877
C -2.9819 -2.7037 4.1892
C -0.3056 -2.4576 -2.7063
C 2.3936 -4.9998 -1.8771
C -0.6909 4.9908 0.1952
C 0.9403 -3.0897 -2.1325
C -1.5273 -3.6624 5.8426
C 1.3685 1.2982 -1.7653
C 3.4605 0.4063 -5.7995
C 1.9450 3.6750 -4.6799
C 2.6051 2.7814 -5.5135
C -2.3270 1.4138 4.3474
C -0.4931 -2.8616 5.3844
C -2.9495 0.7750 -1.5832
C -1.5012 -2.7471 -1.7958
C -0.7094 -1.9965 4.3284
C -5.1819 -0.4921 1.8752
C 1.4745 3.3387 -3.4146
C -0.0454 2.7889 -0.5630
C 2.4386 -0.1648 -3.2396
C 3.2325 -4.2636 -1.0584
C -2.7699 -3.5825 5.2364
C 0.2803 4.0051 0.0810
C -1.9556 -1.8911 3.7270
C -3.0292 2.1812 2.1989
C -4.1714 -2.4329 0.9433
C 1.7524 4.0897 2.1129
C 3.4971 -2.5890 1.6430
C -2.2539 3.6717 -1.0208
C -6.5545 -2.1952 0.8902
C -3.0487 3.6859 4.0609
C -0.8234 -0.8713 0.8504
C 3.8158 -2.1574 0.2061
C -2.5696 1.1486 3.0064
C 2.8233 1.4504 -5.0926
C 2.9473 -2.9451 -0.7467
C -2.5620 2.6719 4.8727
C 1.6523 4.3775 0.6144
C 3.0847 -1.1681 -3.9674
C 2.3380 1.1245 -3.8259
C 2.8413 3.7305 -0.0905
C 5.3087 -2.2782 -0.0939
C 1.8019 -2.3387 -1.3023
C -3.2757 3.4369 2.7174
C -1.7924 1.9271 -3.4901
C 3.5778 -0.8541 -5.2289
C -1.3238 2.6637 -1.1712
B 4.1586 0.9087 2.5698
H 4.1841 -2.1095 2.3340
H -3.2793 -3.0020 0.7261
H -2.6005 2.6497 -3.5988
H 1.8390 3.0192 2.2599
H -2.0026 1.0761 -4.1354
H 0.8876 4.4682 2.6580
H 0.2152 1.8221 2.7118
H -3.9583 -2.6603 3.7197
H -3.8056 1.4458 -1.5770
H -1.3417 -2.2584 -0.8295
H 4.1269 -4.7255 -0.6660
H 3.5733 -3.6715 1.7572
H -0.8635 0.7378 -1.9578
H 2.4769 -2.2811 1.9011
H -1.6244 -3.8194 -1.6498
H 0.3101 -2.8460 -4.7466
H -0.9302 -3.9594 -4.1431
H 3.5548 -1.0955 0.1047
H -7.3224 -0.3909 1.7502
H -0.1570 -1.3755 -2.7253
H 0.4884 -2.9233 5.8363
H 0.1000 -1.3941 3.9345
H -0.1350 -2.7583 1.4244
H 2.6577 4.5336 2.5228
H 2.9454 3.1018 -6.4917
H 1.3604 0.8785 3.2112
H 0.9535 4.0717 -2.8110
H -2.8117 0.3641 -0.5860
H -1.9542 0.6166 4.9794
H -1.3621 -4.3547 6.6609
H -3.2356 3.5594 -1.4601
H 3.8608 0.5943 -6.7885
H 0.5949 -5.0120 -3.0089
H 5.8539 -1.5657 0.5219
H -1.3673 -2.3132 -4.5799
H -2.6929 5.6213 -0.2394
H -7.5339 -2.5802 0.6317
H -3.5815 -4.2151 5.5752
H 2.9267 2.6829 0.1842
H 2.6379 -6.0253 -2.1232
H 1.7396 5.4657 0.4743
H 1.7838 4.6883 -5.0327
H 3.7633 4.2244 0.2179
H -2.4138 -2.3473 -2.2341
H -3.2425 4.6676 4.4728
H 5.6845 -3.2759 0.1271
H -5.0953 0.4561 2.3897
H -5.5035 -3.8849 0.0991
H 3.2134 -2.1676 -3.5736
H 2.7503 3.7958 -1.1717
H -3.6400 4.2232 2.0721
H -0.4381 5.9257 0.6821
H -0.8682 2.3967 -3.8178
H 4.0751 -1.6340 -5.7973
H -3.2041 1.9881 1.1510
H -2.3681 2.8656 5.9213
H 0.7678 -3.6857 0.5996
H 5.4957 -2.0546 -1.1429
H -3.1748 -0.0462 -2.2579
```

Results of the Mulliken charge analysis, in e, for atoms 1 through 8: Ru 1.28; Ge 2.47; F -0.34; F -0.41; F 0.27; F -0.35; O -0.64; O -0.86

---

[2]
Density functional theory data (the ωB97M-V functional and the def2-TZVPD basis) for a molecular structure, C55H59BrNNaO3P2S3Si.

- HOMO: -7.691 eV
- Spin multiplicity: 1
- Net charge: 0
- Maximum force: 0.48 eV Å⁻¹
- HOMO-LUMO gap: 7.8 eV
- Energy: -199049.187 eV

Structure (XYZ):
```
126
C55H59BrNNaO3P2S3Si the ωB97M-V functional and the def2-TZVPD basis
Br 1.3394 -0.3247 0.5876
S -2.3097 0.0406 3.0335
S -0.8167 0.4934 -4.0268
S -4.1216 2.6443 -2.9727
P -1.8297 -2.1255 0.5811
P -1.8659 1.9636 0.4758
Si 3.5615 -0.6701 0.2373
Na -1.3376 -0.1662 -1.3455
O -1.0293 -0.8827 -4.4047
O 0.4522 0.7513 -3.3669
O -3.0294 0.3675 4.2961
N -2.0406 0.9924 -3.0835
C -1.4935 -1.5347 3.3357
C -0.8630 1.1200 2.9863
C -5.8214 3.4653 2.2862
C -3.4213 3.5558 2.2192
C 0.0260 -4.9788 -1.6308
C -1.2379 -2.4368 2.2990
C -0.7356 2.0406 1.9421
C 3.7351 -1.0078 -1.6370
C -3.6432 -2.1213 0.7856
C 3.6273 0.2961 -2.4423
C 3.9786 -2.1734 1.3563
C 4.3814 1.0582 2.3381
C -1.9623 -6.0222 -0.7693
C -0.2444 5.1900 -2.3903
C -4.6232 3.9868 2.7578
C -4.6136 2.0843 0.7363
C 0.3045 2.9653 2.0192
C -0.3950 1.8293 -6.5007
C -2.3122 -4.8427 -0.1293
C -2.1923 2.3948 -4.9663
C 1.1840 2.9718 3.0914
C -1.4040 5.4513 -1.6769
C 5.8286 1.0615 0.3036
C -0.3298 -3.7963 -0.9975
C 3.4585 -3.4847 0.7501
C -2.7608 1.9733 -3.6348
C -2.6217 3.4143 -5.7966
C -1.4926 -3.7219 -0.2339
C 3.6186 2.2036 0.2928
C 2.6369 -1.9330 -2.1841
C 0.4288 3.9884 -2.2018
C -5.6914 -2.5647 1.9786
C -4.3087 -2.6404 1.8931
C 5.1048 -1.6443 -1.9345
C 4.3776 0.9656 0.8048
C -0.0635 3.0600 -1.3007
C -4.3866 -1.5336 -0.2376
C -6.4227 -1.9825 0.9524
C -1.8962 4.5185 -0.7725
C 3.3281 -2.0691 2.7466
C 5.5004 -2.3013 1.5431
C -0.2464 -3.9203 3.9384
C -1.2272 3.3169 -0.5738
C -0.5845 -3.6239 2.6246
C 1.0379 2.0552 4.1215
C -5.8171 2.5151 1.2761
C -1.2433 -1.8664 4.6584
C -1.1002 1.6300 -5.3298
C -0.8316 2.8523 -7.3321
C -0.6031 -3.0585 4.9629
C -3.4089 2.6039 1.2014
C -5.7700 -1.4713 -0.1605
C -0.7913 -6.0934 -1.5142
C 0.0033 1.1363 4.0702
C -1.9306 3.6353 -6.9805
H -3.7474 -3.0898 2.7037
H 5.0256 0.3114 2.8018
H 5.8810 1.1219 -0.7843
H 0.2601 -4.8508 4.1607
H -4.6089 1.3516 -0.0602
H -6.1966 -2.9565 2.8518
H 1.6585 -1.4560 -2.1410
H 5.2277 -1.7309 -3.0190
H 2.3785 -3.4574 0.5920
H 3.6461 -1.1965 3.3127
H -0.5232 -7.0157 -2.0131
H 0.1284 5.9135 -3.1043
H -3.8968 -1.1092 -1.1091
H -6.7589 3.7961 2.7146
H 5.1964 -2.6483 -1.5192
H -6.3303 -1.0069 -0.9616
H 4.4750 0.9611 -2.2740
H 5.9255 -1.4530 2.0796
H 1.3200 3.7615 -2.7729
H -7.5007 -1.9199 1.0247
H -3.2296 -4.7917 0.4448
H 6.0353 -2.4045 0.5972
H -6.7487 2.1051 0.9083
H -2.8184 4.7195 -0.2426
H -0.1288 0.4340 4.8797
H 3.6639 -4.2982 1.4545
H 0.9312 -5.0230 -2.2233
H -1.5821 -1.1929 5.4355
H 5.9399 -1.0496 -1.5595
H 2.7039 0.8376 -2.2283
H 5.7115 -3.1968 2.1373
H 2.5603 2.1785 0.5531
H 6.4512 0.2255 0.6243
H 2.5851 -2.8954 -1.6789
H 2.2397 -2.0490 2.6846
H -4.6249 4.7219 3.5520
H -0.3607 -4.3459 1.8500
H 3.6120 0.0465 -3.5076
H 6.2818 1.9765 0.6997
H -1.9422 6.3769 -1.8352
H 0.4349 3.6889 1.2251
H 3.6120 -2.9564 3.3236
H 1.7186 2.0585 4.9631
H -0.3953 -3.3151 5.9935
H 3.7005 2.3379 -0.7831
H -0.3134 3.0443 -8.2624
H -2.2492 4.4285 -7.6444
H 3.3778 0.9615 2.7583
H -2.4882 3.9538 2.6012
H 0.4552 1.2134 -6.7607
H 0.3039 -2.9219 -1.0977
H 1.9828 3.7023 3.1218
H -2.6068 -6.8881 -0.6897
H -3.4780 4.0100 -5.5083
H 2.8432 -2.1264 -3.2419
H 0.4589 2.1156 -1.1808
H 4.7667 2.0427 2.6248
H 4.0530 3.0912 0.7659
H 3.9410 -3.7421 -0.1919
```

Results of the Mulliken charge analysis, in e, for atoms 1 through 8: Br 0.41; S 1.42; S 1.04; S -0.41; P 1.30; P 1.86; Si -2.51; Na 1.70

---

[3]
Density functional theory data (the ωB97M-V functional and the def2-TZVPD basis) for a molecular structure, C55H59N4O2SSiTc in a non-equilibrium geometry.

- HOMO (alpha / beta): -10.162 / -10.165 eV
- Spin multiplicity: 2
- Net charge: +1
- Maximum force: 1.15 eV Å⁻¹
- <S²>: 0.755
- HOMO-LUMO gap (alpha / beta): 7.8 / 7.4 eV
- Energy: -88956.830 eV

Structure (XYZ):
```
123
C55H59N4O2SSiTc the ωB97M-V functional and the def2-TZVPD basis
Tc -0.9029 0.1483 0.0133
S 3.3562 1.4914 0.6941
Si -2.0025 -2.7977 -0.8320
O -0.7231 0.0635 1.8284
O 0.2331 1.4677 -0.6769
N 5.5272 0.8035 -0.6459
N -2.2793 1.7409 0.1539
N 5.7159 0.7600 1.6668
N 0.4176 -1.5871 -0.2446
C -3.0915 3.7369 -0.8476
C -2.8789 -2.5010 -3.5215
C -1.6459 -0.4919 3.9128
C -0.9297 1.8639 3.4580
C -4.6765 -5.9566 1.2995
C 0.6207 3.7008 3.3592
C -5.1279 -4.6498 1.1819
C 7.1660 0.8788 1.7880
C 3.0052 -2.7044 -0.8310
C 1.0998 0.5366 -5.0555
C 0.2106 6.0352 -2.3472
C -1.9386 -3.6223 -5.4292
C 0.2675 1.0231 -4.0502
C -2.8736 -2.7514 -4.8884
C 0.9910 4.1495 -0.4676
C -2.7999 -2.2665 5.0770
C 2.5022 -1.5529 -1.6967
C -0.2859 -2.8891 -0.0740
C -1.0166 -4.2485 -4.6011
C -4.3341 -3.6952 0.5563
C -3.7437 3.1470 1.3739
C -1.5716 2.1471 -2.1090
C -0.4689 -1.8789 5.4978
C -3.7825 4.0365 0.3147
C 2.1503 2.0465 -2.9762
C -1.9549 -3.1119 -2.6694
C 6.6049 -0.1168 -0.9897
C -1.4435 2.3803 4.6466
C 0.9211 6.4389 -1.2226
C 0.2657 3.7448 -1.5776
C -2.8043 -1.2185 4.1605
C 2.4568 0.8113 -5.0232
C 0.0889 4.2285 4.5239
C -2.9621 0.9469 2.3288
C -1.6342 -2.6009 5.7425
C 2.5896 -2.5026 0.6403
C 1.3225 5.4913 -0.2962
C -3.0818 -4.0301 0.0360
C -3.4337 -6.3097 0.7896
C -2.5262 -1.0275 -0.4925
C -0.0989 4.6976 -2.5284
C 4.9676 0.9943 0.5697
C -0.9427 3.5591 5.1736
C -2.9902 1.9934 1.2622
C -0.0700 2.2767 -1.8325
C -2.6487 -5.3548 0.1608
C 0.9835 -1.4498 -1.6394
C 2.9785 1.5686 -3.9779
C 0.1097 2.5238 2.8217
C -1.5669 0.6167 2.8658
C -0.4762 -0.8338 4.5911
C -1.0292 -3.9955 -3.2359
C -2.3524 2.5710 -0.9011
C 0.7819 1.7823 -3.0034
C 1.5030 -1.4449 0.7736
H 2.7802 -1.6978 -2.7427
H -1.6841 -5.6535 -0.2408
H 1.3256 3.4108 0.2421
H 0.4820 5.1501 4.9337
H 0.5418 2.1016 1.9265
H -0.0887 6.7621 -3.0917
H -3.6268 -1.8243 -3.1200
H -3.7118 -2.8184 5.2656
H -3.3846 0.0322 1.9124
H 7.5850 1.3314 0.8952
H 7.3931 1.5349 2.6266
H 2.5656 2.6289 -2.1600
H 0.6798 -0.0536 -5.8603
H -6.0984 -4.3741 1.5751
H -4.2884 3.3383 2.2882
H -3.0782 -7.3281 0.8820
H -0.3043 -4.5035 -2.6067
H -1.3445 3.9479 6.1006
H -0.6040 4.3965 -3.4404
H 0.4443 -2.1305 6.0220
H -3.3265 -0.9706 0.2472
H 3.4367 -2.1581 1.2383
H 2.5927 -3.6424 -1.2155
H 5.1834 0.8581 2.5162
H 0.5242 -2.2094 -2.2669
H -0.4209 -3.0555 0.9995
H -3.1143 4.3955 -1.7049
H -1.9321 -3.8181 -6.4940
H 4.9179 1.0916 -1.3941
H -5.2939 -6.7017 1.7850
H 1.9116 5.7942 0.5597
H -2.2287 1.8466 5.1723
H 4.0367 1.8015 -3.9550
H -3.7309 -0.9755 3.6603
H 7.5394 0.3920 -1.2236
H -0.2911 -4.9354 -5.0183
H -1.8087 1.1013 -2.3345
H 1.9333 -0.4567 0.6414
H 2.2618 -3.4479 1.0772
H -4.7096 -2.6807 0.4730
H 6.7775 -0.8159 -0.1760
H -3.6024 -2.2718 -5.5298
H 1.1709 7.4826 -1.0816
H -2.9410 -0.5732 -1.4026
H 3.1032 0.4544 -5.8149
H 1.0370 -1.4671 1.7558
H -4.3657 4.9455 0.3854
H 0.6943 -0.4823 -2.0433
H -0.7892 0.7984 -4.1120
H 1.4420 4.2017 2.8659
H 0.3346 -3.7110 -0.4462
H -1.8621 2.7342 -2.9778
H -1.6308 -3.4150 6.4556
H 7.6485 -0.0829 1.9600
H 6.3001 -0.6916 -1.8634
H 4.0896 -2.7920 -0.9140
H 0.4296 -0.2660 4.4059
H -3.5936 1.2672 3.1551
H 2.9460 -0.6071 -1.3709
```

Results of the Mulliken charge analysis, in e, for atoms 1 through 8: Tc -1.05; S -0.32; Si -0.74; O 0.07; O 0.12; N -0.17; N 1.16; N -0.16